Entry from OMol25: a structure of composition CClNaO7 in a non-equilibrium geometry (ωB97M-V with the def2-TZVPD basis set).

Structure (XYZ):
```
10
Properties=species:S:1:pos:R:3:forces:R:3:lowdin_charge:R:1
Na 0.589900 0.590457 0.022914 0.7 0.5 0.8 0.711
Cl -2.551354 -2.277938 -0.662580 -1.1 3.7 -2.6 0.613
O -2.577418 -3.457770 0.103016 0.0 -0.9 1.8 -0.345
O -2.287613 -2.633445 -2.021345 0.6 -0.6 -1.0 -0.387
O -3.796606 -1.518493 -0.664277 -0.4 -1.2 0.8 -0.398
O -1.569864 -1.279863 -0.259961 1.1 -0.8 0.9 -0.409
C 3.024385 2.689082 0.880978 2.5 -1.4 -0.8 -1.008
O 2.186889 1.752400 1.341680 -1.7 0.4 -0.7 -0.318
O 2.720419 3.845897 0.462194 -1.4 0.0 0.4 -0.203
O 4.261261 2.289676 0.797383 -0.4 0.2 0.3 -0.256
```
Forces are in eV/Å.

Summary:
Largest force on an atom ... 4.612 eV Å⁻¹
HOMO-LUMO gap ... 3.59 eV
Net charge ... -2
Relative energy (zero: lowest compared OMol25 entry of this formula, charge and spin) ... 15.4 kcal per mole
Lowest unoccupied orbital energy ... 4.457 eV